No. 1
The following is a quantum chemistry calculation of C22H24N2O5 in the gas phase, from OMol25.

Its HOMO energy is -8.1990 eV. Its SMILES is COC(=O)c1ccccc1NC(=O)CCC(=O)N1C[C@H](C)Oc2ccc(C)cc21. The value obtained for the HOMO-LUMO gap is 8.8 eV. As for the LUMO energy: 0.02057 Ha. Its total charge is 0. Its multiplicity is 1.

Atoms and positions in Å:
1 C -3.7612 -0.9300 -3.0154
2 O -3.5368 -0.0641 -1.9109
3 C -3.3007 -0.6741 -0.7430
4 O -3.3169 -1.8783 -0.6153
5 C -3.0126 0.2868 0.3435
6 C -3.6071 1.5456 0.3312
7 C -3.3532 2.4556 1.3379
8 C -2.4905 2.1119 2.3681
9 C -1.8844 0.8712 2.3971
10 C -2.1351 -0.0609 1.3901
11 N -1.5055 -1.2968 1.3464
12 C -0.3338 -1.6560 1.9431
13 O 0.2294 -1.0179 2.8059
14 C 0.2676 -2.9159 1.3408
15 C 1.3485 -2.4539 0.3470
16 C 0.6922 -1.6110 -0.7325
17 O -0.3519 -1.9524 -1.2610
18 N 1.2637 -0.4172 -1.0517
19 C 0.4545 0.5801 -1.7261
20 C 0.2433 1.7425 -0.7524
21 C -0.6346 2.8348 -1.3440
22 O 1.4931 2.3223 -0.4109
23 C 2.5530 1.4757 -0.3029
24 C 3.7671 2.0245 0.0975
25 C 4.8974 1.2401 0.1899
26 C 4.8572 -0.1099 -0.1425
27 C 6.0895 -0.9584 -0.0561
28 C 3.6502 -0.6555 -0.5479
29 C 2.4886 0.1083 -0.5973
30 H -2.9448 -1.6514 -3.0916
31 H -4.7002 -1.4724 -2.8877
32 H -3.8030 -0.2950 -3.8965
33 H -4.2800 1.7933 -0.4755
34 H -3.8249 3.4259 1.3220
35 H -2.2882 2.8172 3.1600
36 H -1.2051 0.6113 3.1917
37 H -1.8652 -1.9099 0.6164
38 H -0.4859 -3.5107 0.8264
39 H 0.7353 -3.5056 2.1290
40 H 2.1005 -1.8802 0.8868
41 H 1.8154 -3.3278 -0.1116
42 H -0.4973 0.1271 -2.0031
43 H 0.9727 0.9330 -2.6236
44 H -0.2213 1.3502 0.1659
45 H -0.7330 3.6480 -0.6311
46 H -1.6191 2.4339 -1.5658
47 H -0.1846 3.2210 -2.2551
48 H 3.7952 3.0769 0.3299
49 H 5.8284 1.6838 0.5086
50 H 6.9697 -0.3906 -0.3485
51 H 6.0053 -1.8335 -0.6955
52 H 6.2362 -1.2993 0.9691
53 H 3.6084 -1.6898 -0.8536

Löwdin atomic charge list, values in e, 5 entries: -0.04 -0.04 -0.45 0.11 -0.07

---

No. 2
The following is a quantum chemistry calculation of a molecular structure, C9H17ClI2MnN2OP, from OMol25.

Its HOMO energy (spin up / spin down) is -14.2457 / -14.2411 eV. The value obtained for the HOMO-LUMO gap (spin up / spin down) is 5.2 / 4.3 eV. As for the LUMO energy (spin up / spin down): -0.33378 / -0.36538 Ha. Its total charge is +2. Its multiplicity is 5.

Atoms and positions in Å:
1 I 5.2368 1.1230 -2.0145
2 I 5.1453 -1.5916 -1.9965
3 Mn -0.5714 -0.0124 -0.1671
4 P -1.2569 -0.0019 -2.4749
5 C -0.0823 0.0214 -3.8426
6 C -2.3318 -1.4300 -2.8370
7 H -3.1521 1.4521 -2.0308
8 H -2.7753 1.3475 -3.7886
9 H -1.7622 2.3541 -2.7017
10 C -2.3467 1.4265 -2.7782
11 H -3.1391 -1.4914 -2.0946
12 H -2.7570 -1.3246 -3.8457
13 H -0.6257 0.0305 -4.7951
14 H 0.5564 -0.8671 -3.7922
15 H -1.7385 -2.3527 -2.7818
16 H 0.5490 0.9134 -3.7697
17 C 1.1016 -0.0655 -0.9657
18 O 2.2407 -0.0745 -1.1991
19 Cl -2.7441 -0.3044 0.2466
20 C 2.7042 -1.1975 3.9280
21 C 1.5280 -0.5428 3.3253
22 C 0.5461 0.2966 3.8595
23 C -0.2957 0.6648 2.8020
24 N 0.1372 0.0449 1.6672
25 N 1.2500 -0.6689 2.0220
26 C -1.4542 1.5732 2.8392
27 H 3.3856 -0.4661 4.3768
28 H 2.4083 -1.8610 4.7483
29 H 3.2655 -1.7856 3.1972
30 H 0.4745 0.6038 4.8857
31 H 1.7879 -1.2290 1.3693
32 H -2.2501 1.1435 3.4677
33 H -1.1623 2.5309 3.3019
34 H -1.8717 1.7408 1.8391

Löwdin atomic charge list, values in e, 5 entries: 0.12 0.10 0.56 0.76 -0.23

---

No. 3
The following is a quantum chemistry calculation of 2 unconnected molecules or ions with the total composition C4HNO3, from OMol25.

Its HOMO energy is -0.1567 eV. The value obtained for the HOMO-LUMO gap is 7.3 eV. As for the LUMO energy: 0.26149 Ha. Its total charge is -2. Its multiplicity is 1.

Atoms and positions in Å:
1 C -0.2925 -0.1799 -0.0868
2 C 0.5329 0.6621 0.2014
3 C 2.6438 0.9326 -0.2675
4 C 4.5445 -0.3391 0.2126
5 N 3.0866 -0.0961 0.1998
6 O 5.1525 0.0226 -0.8043
7 O 2.7282 1.9798 -0.8921
8 O 4.9917 -0.8060 1.2382
9 H -1.3520 -0.7925 -0.1045

Löwdin atomic charge list, values in e, 5 entries: -0.26 -0.26 -0.53 -0.84 0.12

---

No. 4
The following is a quantum chemistry calculation of a molecular structure, C25H28CaCl3N5O3P, from OMol25.

Its HOMO energy is -9.6551 eV. The value obtained for the HOMO-LUMO gap is 7.0 eV. As for the LUMO energy: -0.09802 Ha. Its total charge is +1. Its multiplicity is 1.

Atoms and positions in Å:
1 Ca 0.1102 0.1272 0.4683
2 Cl 6.9200 -1.9466 -0.8420
3 C 5.4078 -1.3751 -0.2236
4 C 5.3953 -0.2275 0.5810
5 C 4.2164 0.2328 1.0966
6 C 2.9669 -0.4092 0.8561
7 O 1.9006 0.0490 1.3853
8 C 3.0046 -1.5776 0.0163
9 C 1.8408 -2.3123 -0.3200
10 N 0.6408 -2.0048 0.0483
11 C -0.4289 -2.8295 -0.2112
12 C -0.3933 -4.2135 -0.1595
13 C -1.5538 -4.9731 -0.3480
14 C -2.7604 -4.3722 -0.5971
15 C -2.8506 -2.9657 -0.6519
16 C -4.0546 -2.2718 -0.8946
17 C -4.0519 -0.9029 -0.8890
18 C -2.8440 -0.2279 -0.6554
19 N -1.7065 -0.8380 -0.4560
20 C -1.6796 -2.1847 -0.4474
21 C 4.2389 -2.0300 -0.5017
22 H 6.3248 0.2815 0.7875
23 H 4.2014 1.1193 1.7158
24 H 2.0018 -3.1978 -0.9506
25 H 0.5347 -4.7221 0.0589
26 H -1.4929 -6.0512 -0.2926
27 H -3.6535 -4.9573 -0.7547
28 H -4.9598 -2.8301 -1.0860
29 H -4.9519 -0.3359 -1.0578
30 H -2.8106 0.8512 -0.6202
31 H 4.2650 -2.9127 -1.1202
32 Cl -4.6724 2.8249 -0.6395
33 C -3.4435 4.0753 -0.8784
34 Cl -1.8883 3.3538 -1.3665
35 H -3.3088 4.6007 0.0662
36 H -3.7786 4.7396 -1.6709
37 C -2.3847 -2.0170 3.0328
38 P -1.3064 -0.5726 3.3092
39 C 0.3325 -1.1986 3.7742
40 C -1.9841 0.3338 4.7417
41 O -1.2716 0.3236 2.1185
42 H -2.5223 -2.5958 3.9425
43 H -1.9282 -2.6389 2.2645
44 H -3.3515 -1.6627 2.6746
45 H 0.2924 -1.7863 4.6862
46 H 1.0044 -0.3516 3.9042
47 H 0.7029 -1.8026 2.9472
48 H -2.0064 -0.2846 5.6324
49 H -2.9962 0.6544 4.5004
50 H -1.3614 1.2081 4.9239
51 C 2.7386 3.4727 -1.6832
52 N 1.7505 3.4985 -0.6257
53 C 1.5966 4.5857 0.1565
54 C 0.6961 4.6173 1.1723
55 C -0.0567 3.4282 1.3974
56 N 0.1305 2.3672 0.6333
57 C 0.9994 2.3513 -0.3808
58 O 1.1130 1.3560 -1.0877
59 N -1.0120 3.3337 2.3270
60 H 2.8124 4.4539 -2.1479
61 H 2.4357 2.7307 -2.4214
62 H 3.7109 3.1826 -1.2820
63 H 2.2303 5.4294 -0.0783
64 H 0.5575 5.4957 1.7776
65 H -1.1469 4.0480 3.0218
66 H -1.4226 2.4110 2.4335

Löwdin atomic charge list, values in e, 5 entries: 1.38 0.67 -0.68 -0.09 -0.01

---

DFT total energy (hartree)
-1338.526431; -3085.260367; -433.365699; -3868.569444
Strongest force on any atom (eV Å⁻¹)
0.71; 8.33; 6.04; 2.19
ΔE to the lowest compared entry with this formula, charge and spin (eV)
0.100; 0.000; 1.536; 1.872